1.
Here is a cluster of 2 separate species, C4H7ClS in total at a distorted geometry from OMol25. Energies are from the ωB97M-V functional and the def2-TZVPD basis.

As for the frontier orbital gap: 8.98 eV. The relative energy (zero: lowest compared OMol25 entry of this formula, charge and spin) is 1.904 eV. The total energy comes out at -27616.8062 eV. As for the total charge: 0.

Last column: natural (NBO) charge in e.
Geometry (Å):
C 0.618796 -0.623618 1.178078  -0.653
C 0.476317 0.524140 0.201222  -0.157
C 0.312850 0.596876 -1.076729  -0.441
C -2.586940 -0.128672 -0.566599  -0.385
S -2.793301 -1.548105 -0.000455  0.141
Cl -2.982730 1.311656 0.243543  0.039
H 1.051874 -0.064552 2.109899  0.220
H 1.195950 -1.522961 0.865257  0.225
H 0.261364 1.420477 0.772064  0.186
H 0.489412 -0.266804 -1.774892  0.194
H -0.221782 1.475196 -1.533062  0.203
H -2.165004 0.025593 -1.500670  0.198
H -0.433755 -0.780348 1.239415  0.230

Forces on the atoms, in the same order (eV/Å):
2.1 1.9 0.2
0.4 0.3 2.2
-0.9 -0.4 -3.5
-0.2 1.1 0.3
-0.4 -2.7 1.1
-0.2 0.8 0.3
-0.9 -1.9 -1.3
-0.5 0.7 0.3
-0.2 0.3 -0.1
-0.2 0.8 0.8
1.2 -0.7 0.4
0.6 0.6 -1.7
-0.8 -1.0 1.1

---

2.
Here is a cluster of 2 separate species, C4H7NO in total at a distorted geometry from OMol25. Energies are from the ωB97M-V functional and the def2-TZVPD basis.

The multiplicity is 3. As for the frontier orbital gap (spin up / spin down): 9.69 / 7.03 eV. The relative energy (zero: lowest compared OMol25 entry of this formula, charge and spin) is 3.530 eV. The total energy comes out at -7790.3081 eV. As for the total charge: 0.

Last column: natural (NBO) charge in e.
Geometry (Å):
C 1.323806 0.668702 1.106786  0.092
C 0.847437 1.450207 1.985665  0.021
C -2.064383 0.727294 -0.462293  -0.858
C 0.979921 -1.140582 -0.188603  -0.455
N 1.874818 -0.153783 0.253470  -0.050
O 3.096025 -0.341687 0.025347  -0.311
H -1.843718 -0.071081 0.266507  0.199
H -1.795758 0.446430 -1.456029  0.217
H -3.087145 1.042151 -0.260263  0.229
H -1.457717 1.598938 -0.117874  0.219
H -0.134030 -0.906106 0.029961  0.239
H 1.010886 -1.149761 -1.322028  0.225
H 1.249859 -2.170726 0.139359  0.233

Forces on the atoms, in the same order (eV/Å):
0.5 1.1 0.6
-0.4 0.7 0.8
0.6 0.9 2.2
-3.1 -2.1 -2.7
-0.5 -1.0 -0.2
1.4 0.6 0.1
-0.2 0.2 -0.4
-0.2 -0.1 -0.6
-0.1 -0.2 -0.6
-0.2 -0.6 -0.5
2.2 -0.3 0.0
0.1 -0.1 1.1
-0.1 0.9 0.1

---

3.
Here is a cluster of 2 separate species, C11H15N in total at a distorted geometry from OMol25. Energies are from the ωB97M-V functional and the def2-TZVPD basis.

The multiplicity is 2. As for the frontier orbital gap (spin up / spin down): 9.27 / 6.70 eV. The relative energy (zero: lowest compared OMol25 entry of this formula, charge and spin) is 0.307 eV. The total energy comes out at -13132.8995 eV. As for the total charge: +1.

Last column: natural (NBO) charge in e.
Geometry (Å):
C -0.017568 -0.870391 -4.165090  -0.614
C -1.195665 -0.874189 -5.145399  -0.613
H 0.229219 0.160503 -3.906455  0.198
H -0.338468 -1.337319 -3.248622  0.186
H 0.856144 -1.447885 -4.463978  0.214
H -1.151902 -1.673868 -5.886243  0.216
H -1.342739 0.069730 -5.653923  0.211
H -2.131645 -1.008733 -4.589610  0.203
C -0.771780 -0.763125 4.167263  -0.674
C 0.115371 0.139023 1.931875  -0.145
C -0.284920 0.299036 3.263057  0.115
C 0.580306 1.376178 1.467331  0.157
C -0.118911 1.690160 3.553282  0.134
C 0.731003 -0.801724 -0.147278  -0.229
C 1.359465 0.392831 -0.507924  -0.092
C 0.103657 -0.976552 1.063989  -0.074
C 1.260623 1.532344 0.294691  -0.192
N 0.373769 2.317120 2.509318  -0.444
H 0.603318 -1.574111 -0.890046  0.246
H 2.001941 0.361003 -1.382597  0.248
H -0.368226 -1.881384 1.399547  0.239
H 1.791326 2.463021 0.124929  0.244
H -0.508523 -0.515582 5.205006  0.250
H -0.244948 -1.681475 3.950782  0.249
H -0.343193 2.256754 4.441399  0.247
H 0.661612 3.281208 2.421148  0.449
H -1.849278 -0.932560 4.193557  0.270

Forces on the atoms, in the same order (eV/Å):
-0.3 0.1 0.1
-0.5 -0.3 0.2
0.4 -0.1 -0.1
-0.2 -0.2 0.5
0.1 0.4 -0.4
0.1 0.1 0.1
0.3 0.2 -0.3
0.1 -0.1 -0.1
0.5 0.3 1.1
-0.3 -0.2 -0.1
-0.6 0.0 -0.1
0.2 0.2 0.3
-0.1 0.3 0.4
-0.9 -0.5 -0.5
0.3 -0.3 0.0
0.4 0.9 0.5
0.4 0.3 0.3
0.5 -0.4 -1.0
0.6 -0.2 0.0
-0.3 0.4 -0.1
0.0 -0.4 -0.2
-0.1 -0.1 -0.5
-0.1 0.0 -0.2
-0.1 -0.4 -0.2
-0.1 -0.2 0.3
-0.2 0.0 0.3
0.0 0.1 -0.4